Formula: C20H46AlClFN2O
Source: the OMol25 dataset
Level of theory: wB97M-V/def2-TZVPD

Atoms and positions in Å:
C (-2.6688, 0.1694, 1.0042)
H (2.8852, 5.0330, 4.9804)
H (-5.7805, -7.5814, -4.0805)
C (2.9054, 4.1628, 3.0182)
H (-4.9369, -5.5519, -5.4169)
H (-1.1186, -5.7220, -3.8543)
C (-3.6737, -4.0624, -2.5814)
H (-4.0633, -7.0342, -5.5872)
H (3.5822, 3.9958, 2.1880)
O (-0.7898, 1.2189, -2.7905)
H (-3.4922, -3.0438, -2.2324)
H (2.0266, 4.6945, 2.6487)
H (3.7779, 6.4525, 6.4880)
H (-5.6337, -6.1029, -3.1510)
H (-2.2966, -6.5780, -2.8730)
C (3.2621, 7.0979, 3.0691)
N (-3.0441, -5.5428, -4.5783)
C (2.0084, 7.5473, 3.8322)
H (-1.2719, -2.0224, -2.5395)
H (2.9430, 6.6355, 2.1327)
C (-3.1830, -4.2032, -4.0266)
H (0.3651, 1.1648, 0.9058)
H (-2.9897, 1.3845, -0.6903)
C (-2.0250, -6.3300, -3.9114)
Al (-0.7470, 0.2001, -1.2746)
H (-1.3696, -7.4124, -5.6697)
H (-2.5163, -8.3173, -4.6680)
C (5.0467, 6.7695, 4.7284)
H (-2.2596, -0.7902, 1.2911)
H (-2.1804, 0.9691, 1.5495)
C (3.5963, 4.9144, 4.1461)
H (2.1110, 0.5503, 2.0782)
C (4.4335, 7.2130, 6.0638)
F (-4.0278, 0.1788, 1.4879)
C (2.0326, 0.1666, -0.0579)
H (1.5202, 6.7192, 4.3468)
C (-0.3960, -1.6873, -1.9688)
C (0.7202, 0.9680, -0.1028)
H (1.2844, 7.9653, 3.1294)
C (-4.2835, -6.2375, -4.8713)
H (-2.2047, -3.7184, -4.1018)
H (-3.2525, -0.3458, -0.9497)
H (0.9710, 1.9494, -0.5047)
H (2.2277, 8.3262, 4.5616)
H (3.8698, 8.1400, 5.9662)
H (4.4079, 4.2844, 4.5212)
H (3.8298, 7.9802, 2.7603)
H (-4.4112, -7.3700, -2.9962)
C (-2.6186, 0.3913, -0.4549)
H (-1.0139, 2.1346, -2.5614)
H (-3.1528, -4.7361, -1.8997)
H (-1.1395, -2.8020, 0.9130)
Cl (4.0604, 1.5546, 1.1819)
C (-0.1630, -2.7116, -0.9935)
H (0.6831, -2.3805, 0.9469)
H (5.5633, 7.6219, 4.2768)
H (-3.8395, -3.6245, -4.6821)
H (0.4492, -1.6785, -2.6701)
H (2.5677, 3.1910, 3.3762)
H (0.0884, -3.7096, -1.4225)
H (5.8321, 6.0377, 4.9432)
N (4.1732, 6.1818, 3.7310)
H (1.8872, -0.8819, -0.2908)
H (-4.7450, -4.2395, -2.4938)
C (-0.2148, -2.5949, 0.3975)
H (2.7005, 0.5811, -0.8003)
C (-1.6791, -7.6181, -4.6439)
H (-0.8539, -8.1185, -4.1350)
C (-5.0632, -6.8503, -3.6992)
H (3.2815, -0.6368, 1.5032)
C (2.7757, 0.2922, 1.2698)
H (5.2299, 7.3987, 6.7887)

Net charge   -1
HOMO-LUMO gap   5.04 eV
Spin multiplicity   1

=====

Formula: C20H46AsCoN17O2Si2
Source: the OMol25 dataset
Level of theory: wB97M-V/def2-TZVPD

Atoms and positions in Å:
H (-4.0482, 2.3757, 2.8899)
N (3.8240, 0.0159, 1.2807)
H (4.0838, -2.1960, -4.7922)
C (-0.4145, -2.8291, 4.5609)
N (4.5321, -2.0297, 0.3976)
C (0.0729, 2.4565, 4.1930)
H (2.9522, -0.6227, -6.7376)
H (-4.5093, -0.0937, 0.0936)
N (1.5708, 3.2770, 0.2938)
H (-3.0714, -2.9386, 0.7505)
H (-1.6824, 0.0708, -1.5065)
H (2.2683, -1.9221, 2.7306)
H (-3.5075, 3.7024, 1.8607)
O (0.8872, -1.8552, -1.6529)
Si (-0.3819, 1.3578, -3.1411)
C (-2.3960, 1.4384, 0.9556)
C (-1.0436, -4.3868, 1.7271)
N (2.4207, -1.0224, -0.2434)
H (-0.3750, -1.9861, 5.2558)
C (-2.1025, -2.4308, 0.7209)
Si (2.1958, -0.6319, -4.3875)
C (-1.2214, 1.1545, 1.1368)
H (-1.4477, -2.9990, 4.2693)
H (2.2668, -2.8815, 4.2144)
C (-4.1704, 2.8363, 1.9070)
H (-0.0570, -1.4597, -5.0688)
H (-2.5334, 0.1429, -3.0836)
H (-1.6511, -2.5982, -0.2682)
N (0.0655, 3.6031, 3.4135)
O (2.6954, -3.1495, -1.1708)
H (-0.6602, -4.6772, 0.7411)
H (1.6426, 0.5653, -6.5250)
H (-4.5555, 0.0938, 1.8563)
H (-1.1525, -0.9789, -2.8330)
H (-5.2083, 3.1758, 1.7971)
H (-1.9810, -4.9216, 1.9078)
H (-3.4331, 3.4261, -0.6387)
H (5.4177, -1.6327, 0.0985)
N (0.3899, -2.5397, 3.3824)
C (-1.5561, 0.0156, -2.5971)
N (2.7663, 0.7028, 1.9557)
C (0.7036, 3.7165, 2.1916)
C (3.7530, -1.5799, -3.9476)
H (2.6713, 0.3815, 2.9103)
H (-2.2556, -1.3600, 0.8547)
H (-1.8242, 3.3240, -2.7809)
H (-0.3177, -4.6865, 2.4789)
H (3.5584, -2.2363, -3.0831)
C (-4.7208, 0.6104, 0.9064)
C (1.7469, -2.0893, 3.6686)
H (2.9854, 1.6862, 1.9534)
H (-0.1237, 3.7283, -2.4108)
N (0.1786, -1.1308, 1.5336)
C (-4.0169, 2.5023, -0.5682)
H (-5.0770, 2.7440, -0.7125)
N (-0.2560, 2.4741, 5.4754)
N (0.9516, 2.7125, 1.3636)
C (-0.2201, -2.1402, 2.2139)
N (0.4101, 1.2525, 3.7619)
H (4.2169, -2.7436, -0.2696)
H (1.7413, -1.1810, 4.2716)
N (-1.2673, -2.9494, 1.7951)
As (1.8660, 0.9145, -2.6651)
H (-0.5563, 0.7279, -5.5861)
H (-0.0838, 4.4621, 3.9051)
H (0.6407, -2.4257, -3.7492)
H (-3.6913, 1.8379, -1.3749)
Co (0.6109, 0.8244, 1.5802)
H (0.0620, 2.3772, -5.3758)
H (1.2183, -2.6534, -5.4341)
H (-0.1629, -1.1920, 0.5778)
C (-3.8066, 1.8386, 0.7979)
C (0.8710, -1.9176, -4.6972)
H (-0.0380, -3.7262, 5.0642)
N (0.2739, 0.4639, 4.8621)
H (4.5663, -0.8942, -3.6742)
H (4.5240, -0.2930, 1.9292)
C (2.5517, 0.1499, -6.0702)
H (-1.0683, 2.7941, -1.2474)
C (-0.6633, 1.6442, -4.9927)
H (3.2877, 0.9629, -6.0011)
N (1.6570, 4.5528, 0.5004)
C (3.5214, -1.0509, 0.4073)
N (1.1265, 4.8701, 1.7069)
H (-5.7763, 0.9081, 0.8428)
N (-0.1152, 1.1879, 5.8652)
C (-0.8976, 2.9578, -2.3221)
H (-1.6742, 2.0464, -5.1538)
N (2.0266, -2.0302, -1.0455)

Net charge   -2
HOMO-LUMO gap (alpha / beta)   5.22 / 6.95 eV
Spin multiplicity   4
⟨S²⟩   3.78

=====

Formula: C20H46DyOP4
Source: the OMol25 dataset
Level of theory: wB97M-V/def2-TZVPD

Atoms and positions in Å:
P (-2.4305, -1.0394, 0.5089)
H (-4.1984, 5.0153, 1.4815)
H (-0.9017, -3.7373, 1.1489)
H (0.4897, -2.6922, -2.7932)
H (-1.2608, 2.7185, -2.4327)
H (3.0553, -3.3838, 0.4242)
C (-3.2638, 4.4816, 1.3000)
C (3.5304, 1.8981, 0.9115)
H (0.6826, -3.5930, 1.9100)
H (1.0560, 0.6098, -4.8318)
H (-1.8964, -0.9528, 2.8957)
H (0.3348, -1.3836, 4.1611)
C (-2.9389, 3.4049, 2.1282)
H (-2.4271, -2.5956, 2.4391)
P (-0.0048, 0.6593, -2.6606)
H (-2.5224, -3.4217, -0.1624)
Dy (0.2310, -0.0729, -0.0723)
H (2.5673, -4.4308, -0.9477)
H (5.0341, -0.1643, -1.1667)
O (-0.2154, 2.0063, 0.2401)
H (1.4951, 1.4516, 3.8992)
H (0.3518, -4.9780, 0.8222)
H (-1.3506, 1.9376, 2.6119)
H (0.5082, 3.0631, -2.3782)
P (3.1342, 0.1803, 0.3855)
C (-3.0743, -2.5077, -0.4033)
C (1.1116, -0.6151, 4.1398)
H (0.3481, -4.3940, -2.2690)
C (-3.9540, -0.0273, 0.3519)
H (-1.6965, 0.2875, -4.3976)
C (0.1707, -3.9011, 0.9820)
H (-3.6109, 3.0643, 2.9179)
H (-0.2411, 1.0038, 4.4013)
H (1.6894, -0.6786, -3.7533)
H (4.6819, -1.6816, 0.9075)
H (3.6716, -1.2005, 2.2951)
H (-2.3874, 0.0846, -2.7495)
C (0.7825, 0.6723, 4.1868)
H (-0.5162, 4.5121, -0.7304)
C (-1.0277, 3.0286, 0.7887)
H (-3.9019, 0.8779, 0.9652)
C (-2.4543, 4.8464, 0.2292)
H (3.1049, -2.7565, -1.2288)
H (5.0904, -0.2081, 1.8535)
H (-3.6296, -1.2783, 2.6304)
C (2.5496, -3.4077, -0.5460)
H (2.1359, -0.9447, 3.9463)
H (3.3174, 2.5964, 0.0932)
P (0.8223, -2.8594, -0.3895)
C (-0.2865, 2.4638, -2.8542)
C (3.9765, 0.1285, -1.2542)
H (3.4700, -0.5936, -1.9052)
C (1.3722, 0.3718, -3.8067)
H (3.9113, 1.1138, -1.7319)
C (-1.7340, 2.7114, 1.9334)
C (0.0916, -3.3559, -2.0066)
C (4.2624, -0.8172, 1.4467)
C (-1.2446, 4.1668, 0.0106)
H (-0.2808, 2.7016, -3.9297)
C (-2.6142, -1.5245, 2.2830)
H (-1.3559, -1.2004, -3.4413)
H (-2.7723, 5.6536, -0.4434)
H (2.8848, 2.1633, 1.7584)
H (-4.8033, -0.6484, 0.6877)
H (0.0222, 2.2100, -0.7466)
C (-1.5057, -0.1120, -3.3873)
H (-4.1372, -2.6619, -0.1750)
H (4.5883, 2.0219, 1.2217)
H (-0.9994, -3.2391, -2.0063)
H (-2.9802, -2.3209, -1.4818)
H (-4.1299, 0.2650, -0.6916)
H (2.2224, 1.0080, -3.5234)

Energy relative to the best compared isomer or geometry (same formula, charge and spin)   18.0 kJ/mol
Net charge   +3
HOMO-LUMO gap (alpha / beta)   7.35 / 7.65 eV
Spin multiplicity   6
⟨S²⟩   9.33

=====

Formula: C20H46InO3P4S
Source: the OMol25 dataset
Level of theory: wB97M-V/def2-TZVPD

Atoms and positions in Å:
P (0.7306, 0.5553, 2.4274)
H (-3.3127, -1.9715, -1.0061)
H (-2.6782, 2.8544, -1.8728)
C (1.8670, -2.3077, -4.8019)
C (-2.6462, -1.4690, 2.7416)
H (1.0691, -0.9159, 0.1494)
H (3.7974, 1.0427, -2.1905)
H (-4.0638, -0.7035, -0.0012)
S (-1.1405, -0.6755, -2.5525)
H (0.9132, -4.5741, -0.2311)
C (-0.1419, -0.3779, -4.9734)
H (0.0361, -4.5286, -3.1916)
O (0.9273, 2.1458, 2.8211)
H (2.7062, -3.0154, -4.7327)
H (0.2679, -0.2753, -7.0628)
C (-3.0309, 1.9953, 1.8333)
O (2.2591, -0.0056, 2.5967)
C (-3.5640, -1.6824, 0.0242)
H (2.3257, 1.8059, 4.3648)
H (2.6130, -1.0531, 4.3852)
H (-0.9761, -5.0925, -1.7351)
C (1.1259, -1.9986, -3.6651)
C (3.1758, 0.5467, -1.4402)
C (1.8016, 2.6302, 3.8871)
H (-1.8683, 4.4474, 0.9920)
P (1.8372, 1.6773, -0.9611)
C (1.4969, 2.5410, -2.5298)
C (-0.0365, -4.6360, -2.0946)
H (-3.7879, 3.4340, -0.5751)
H (-2.2515, -3.9737, 0.8393)
H (-0.8885, -0.1724, 5.5753)
H (2.7553, -0.3653, -1.8749)
H (-3.5008, 2.9833, 1.9900)
H (3.7748, 0.2754, -0.5684)
H (3.6782, -1.4151, 3.0065)
H (-0.8745, -3.5017, 1.8767)
In (-0.2856, 0.2078, -0.5296)
H (2.5260, 3.3091, 3.4183)
O (-0.0741, -0.0646, 3.7186)
H (1.8447, 3.6617, 0.4447)
C (2.5745, 2.8918, 0.1812)
C (-0.4121, 0.6034, 4.9624)
H (-1.1156, 1.4399, 4.8009)
H (-3.1640, -0.5150, 2.9164)
H (1.3551, 3.6166, -2.3726)
C (2.6401, -1.2073, 3.2951)
H (-0.9782, 0.3318, -5.0220)
H (1.1672, 3.1783, 4.6015)
C (-1.1034, 3.7094, 0.6954)
P (-1.9762, 2.1400, 0.3469)
C (1.5285, -1.7405, -6.0416)
H (0.5029, 0.9432, 5.4584)
H (2.3505, 2.3758, -3.2019)
H (-2.4204, 1.7454, 2.7124)
P (-2.0224, -1.5716, 1.0164)
H (2.0116, -2.0738, 3.0255)
C (1.0745, -4.5563, -1.3123)
H (2.8700, 2.3870, 1.1035)
H (2.0391, -2.0784, -6.9508)
H (1.2212, -2.5821, -2.7448)
H (-0.5706, 4.0651, -0.1985)
H (-0.3890, 3.5542, 1.5187)
H (-4.2425, -2.4244, 0.4739)
H (-3.8561, 1.7237, -1.1356)
C (-3.1977, 2.5823, -0.9448)
H (-0.7140, -3.4602, 0.0932)
H (-3.3427, -2.2975, 2.9462)
H (-1.7900, -1.5140, 3.4305)
C (-1.3976, -3.2873, 0.9344)
C (0.5342, -0.7513, -6.1166)
H (3.4499, 3.3560, -0.2805)
H (-3.8138, 1.2392, 1.6959)
H (2.0597, -4.2722, -1.6512)
H (0.6037, 2.1237, -3.0090)
C (0.1166, -1.0127, -3.7281)

Energy relative to the best compared isomer or geometry (same formula, charge and spin)   253.1 kJ/mol
Net charge   +3
HOMO-LUMO gap (alpha / beta)   5.07 / 4.93 eV
Spin multiplicity   1

=====

Formula: C20H46O2P4Pd
Source: the OMol25 dataset
Level of theory: wB97M-V/def2-TZVPD

Atoms and positions in Å:
H (-2.3004, 0.0810, -3.0224)
H (4.8514, 0.6779, -0.8253)
H (-2.1432, -1.2262, 5.7955)
H (-3.6777, -0.5221, -4.9400)
C (-0.7382, -2.5847, 1.1171)
H (0.0284, 3.5526, 1.2745)
H (3.5707, -1.3446, -3.9453)
H (5.0982, 0.3852, -2.5636)
C (-0.3129, 3.4457, -2.0632)
C (0.0603, -2.5606, 2.1856)
H (-3.0700, 1.8369, 5.0987)
C (-1.0268, -1.6530, -3.1432)
O (-0.2050, -1.2414, -2.1156)
C (-0.7189, -2.8331, -3.8634)
C (4.3681, 0.6890, -1.8065)
C (2.9348, 2.5609, 0.9958)
H (-3.0310, 2.4919, -1.1674)
H (0.0851, -0.2518, -2.2107)
H (2.5827, 0.1222, -4.2096)
C (-1.4111, -3.0808, -5.0484)
H (3.7436, -2.6661, -1.7952)
O (-1.8886, 0.5787, 2.6035)
H (1.6499, 0.4754, 3.4948)
H (1.7965, -1.4163, -3.7571)
C (-2.1016, -0.8431, -3.5454)
H (-4.4843, -1.0803, 2.6557)
H (3.7450, 0.1478, 2.6458)
H (0.9032, -3.2702, 2.2562)
H (3.8793, -1.8946, -0.2162)
H (-0.1752, -1.9650, 3.0701)
H (3.7112, 2.4945, 0.2234)
H (2.2947, -2.4389, -0.7740)
C (-0.9211, 3.2154, 0.8444)
H (-0.5144, -3.2648, 0.2798)
H (-3.0062, -2.0842, 2.4800)
C (2.6868, -0.7916, -3.6128)
H (-1.5461, 4.0973, 0.6392)
H (-2.6783, 1.1693, -0.0093)
H (4.0397, 1.7121, -2.0293)
H (-2.9654, -2.4357, -6.3966)
H (-2.4557, 0.9027, -1.7314)
P (2.0387, 0.9682, 1.1522)
H (-1.1117, -3.8847, -5.7012)
H (2.2180, 3.3457, 0.7162)
H (-3.9218, -2.0832, 4.0327)
Pd (1.1206, 0.9172, -1.2478)
H (0.6256, 3.9690, -1.8466)
H (-0.1546, 2.8498, -2.9733)
H (0.1392, 0.9944, 2.7142)
C (3.2397, -1.9877, -1.0948)
H (3.3841, 2.7803, 1.9738)
H (-4.3069, 0.5686, 5.3497)
H (4.1900, -0.2138, 0.9543)
P (2.9014, -0.3779, -1.8667)
C (1.2205, 1.1944, 2.7839)
H (-1.5825, -1.8994, 0.9625)
H (-1.4367, 2.5787, 1.5841)
H (-0.7997, -1.4279, 4.6452)
C (-2.3617, 1.6503, -0.9420)
C (3.3647, -0.1908, 1.6720)
P (-0.6673, 2.2743, -0.6977)
C (-3.6020, -1.4765, 3.1749)
H (-4.3337, 1.5872, 3.8690)
H (0.0944, -3.4938, -3.5692)
C (-1.5306, -0.7175, 5.0406)
H (-1.0011, 0.1255, 5.5016)
C (-2.4678, -2.2617, -5.4450)
P (-2.6216, -0.0678, 3.7457)
C (-2.8472, -1.1690, -4.6687)
H (1.4065, 2.2118, 3.1626)
H (2.9563, -1.2055, 1.7751)
C (-3.6963, 1.0873, 4.6038)
H (-1.1139, 4.1670, -2.2296)

Net charge   +4
HOMO-LUMO gap (alpha / beta)   8.05 / 2.62 eV
Spin multiplicity   5
⟨S²⟩   6.03

=====

Formula: C20H46O7PS5
Source: the OMol25 dataset
Level of theory: wB97M-V/def2-TZVPD

Atoms and positions in Å:
H (3.6077, 3.1991, -0.4061)
H (0.8276, -2.9825, 2.6970)
S (7.0660, 3.3316, -0.5422)
H (5.0010, 0.3332, 3.0209)
H (-2.3812, -0.9342, 0.1976)
O (-5.6192, -2.1187, 1.1066)
C (-4.4320, 3.2032, 2.6776)
H (2.2608, 2.1374, 0.0697)
C (-8.3752, -1.5201, -2.1931)
H (-3.4850, -3.6450, -0.3598)
C (3.9032, -1.3642, 1.3568)
C (4.9156, -0.3907, 0.9732)
H (1.2554, -1.3151, 1.4681)
C (3.4592, -2.4680, 0.4960)
C (-2.2397, 4.4458, 3.5779)
H (5.6116, -1.7612, -2.2111)
H (-4.1359, 0.7602, 0.7705)
C (-1.8973, -4.0645, 1.1915)
C (7.0271, 4.1525, -2.1462)
H (-4.9030, 2.3976, 2.1155)
H (-2.3906, -5.0809, 1.1921)
H (5.8423, 5.2866, 0.1368)
H (2.7075, -3.9174, 1.8915)
C (5.1506, -1.6171, -1.2048)
H (1.9431, 3.6192, -0.8857)
C (-3.0317, -1.7312, 0.6460)
H (6.7296, 4.5365, 1.4862)
H (0.5357, 2.3398, -2.5064)
O (-5.0038, -1.4526, -1.1732)
H (-7.3312, -1.7879, -2.0202)
H (0.4362, -2.2469, -0.1292)
C (-8.2722, -2.9593, -4.4417)
H (-1.1554, 4.5199, 3.6532)
H (6.2937, 0.2316, -0.6889)
H (-8.3389, -2.0001, -4.9572)
H (-1.8222, -2.9690, -0.7092)
C (5.5425, -0.5020, -0.3376)
S (2.8749, 1.8590, -2.2283)
H (4.5874, 1.6531, 1.7991)
C (6.7824, 4.8202, 0.4355)
O (3.2337, 2.8315, -3.3073)
H (-0.6305, -2.0087, 1.6954)
H (-8.4361, -0.6516, -2.8509)
C (2.6421, 2.7984, -0.7106)
P (0.6421, -2.6315, 1.2768)
H (-2.0061, -3.6174, 2.2133)
C (5.2293, 0.7506, 2.0107)
C (2.3359, -3.4708, 0.9196)
H (-8.6704, -3.7450, -5.0831)
C (4.1298, -2.5899, -0.8041)
H (7.8475, 4.8696, -2.2073)
C (-2.5899, -3.1448, 0.0913)
O (5.8398, 2.4948, -0.4438)
H (-8.8462, -1.2842, -1.2395)
H (-0.2761, -4.5636, -0.1765)
S (-4.7593, -1.2917, 0.2690)
H (0.8084, 0.8183, -1.6024)
H (6.2975, 1.0723, 1.9153)
H (-4.7534, 4.1634, 2.2712)
O (-10.6170, -2.4384, -3.2934)
H (0.0497, -5.1032, 1.5293)
H (-2.6636, 4.2878, 4.5706)
S (-9.2496, -2.9108, -2.9277)
H (2.2801, -4.3213, 0.1855)
S (-2.6414, 3.0489, 2.5111)
H (-2.8292, -1.7164, 1.7512)
H (-2.6363, 5.3633, 3.1405)
C (1.1373, 1.4311, -2.4434)
C (-0.3413, -4.2391, 0.9089)
H (-4.7146, 3.1252, 3.7284)
O (-4.9984, 0.3104, 0.6567)
H (3.4035, -1.2608, 2.3491)
H (1.0349, 0.8628, -3.3672)
O (-2.2329, 1.8105, 3.2236)
H (-7.2333, -3.1834, -4.1960)
H (6.0709, 4.6604, -2.2802)
H (3.8383, -3.4368, -1.4697)
H (7.6107, 5.5150, 0.2888)
H (7.1477, 3.3970, -2.9215)

Net charge   -1
HOMO-LUMO gap   5.67 eV
Spin multiplicity   1

=====

Calculated max |F| (eV/Å), listed in the same order as above: 1.31, 0.86, 2.48, 2.87, 4.07, 2.56